[1]
Molecular formula: C39H40BrN4O2PdSe
Method: DFT, the ωB97M-V functional and the def2-TZVPD basis

Computed properties:
Max |F| = 0.50 eV/A
E_HOMO (alpha / beta) = -16.07 / -16.01 eV
E_tot = -189992.9398 eV
Frontier orbital gap (alpha / beta) = 4.6303 / 4.4903 eV

The geometry in ORCA input format:
```
! wB97M-V def2-TZVPD RIJCOSX def2/J DEFGRID3
* xyz 3 1
Pd 0.63498 0.56027 -1.70151
Br 4.01828 3.29833 4.23882
C 3.38111 2.36988 2.75201
C 3.91163 1.09087 2.45007
C 3.45024 0.37351 1.38392
C 2.44376 0.89463 0.54331
O 2.04901 0.13657 -0.44069
C 1.91189 2.18994 0.83703
C 0.87081 2.80225 0.09773
N 0.19655 2.27433 -0.88544
C -0.90984 2.92048 -1.51709
C -1.54699 4.05580 -1.08357
C -2.61197 4.59529 -1.83139
C -3.04849 3.98782 -2.97834
C -2.44274 2.78896 -3.42256
C -2.86795 2.06175 -4.55833
C -2.25765 0.87621 -4.87773
C -1.21323 0.40620 -4.07430
N -0.76944 1.08858 -3.03186
C -1.37045 2.26947 -2.68269
C 2.41286 2.90750 1.95235
H 4.69397 0.68561 3.07912
H 3.85671 -0.60033 1.14422
H 0.58868 3.80382 0.41085
H -1.24786 4.56092 -0.17447
H -3.08645 5.50260 -1.48443
H -3.86707 4.40817 -3.54805
H -3.68558 2.44096 -5.15900
H -2.57033 0.29013 -5.72968
H -0.73360 -0.54191 -4.28110
H 2.01287 3.88854 2.17741
C -1.76393 -2.79266 3.49256
C -0.60104 -3.72469 3.15563
C 0.00769 -3.51131 1.76741
C 1.05033 -2.40273 1.65783
N 0.56801 -1.09101 2.12676
C -0.29010 -0.28071 1.46743
Se -0.98749 -0.61851 -0.21185
N -0.57072 0.78706 2.25609
C -1.52659 1.87413 1.99584
C -2.84002 1.66518 2.74710
C -3.70694 0.55255 2.16352
C -4.33473 0.92314 0.82317
C 0.11460 0.65154 3.43678
C 0.16451 1.47061 4.57466
C 0.95125 1.02910 5.60532
C 1.67300 -0.19048 5.52940
C 1.63179 -0.99415 4.42021
C 0.83541 -0.54723 3.35638
H -2.26642 -3.12022 4.40146
H -2.50870 -2.80322 2.69210
H -1.45773 -1.75688 3.66090
H -0.96733 -4.75041 3.20167
H 0.17951 -3.65977 3.92034
H -0.79205 -3.33686 1.04017
H 0.52181 -4.41898 1.44343
H 1.39504 -2.27350 0.63260
H 1.91743 -2.63254 2.27479
H -1.68953 1.91899 0.92071
H -1.02982 2.79417 2.31021
H -3.38836 2.60972 2.71064
H -2.62082 1.47603 3.80013
H -4.49876 0.32452 2.87771
H -3.12283 -0.37282 2.07886
H -4.89852 1.85350 0.90810
H -5.02811 0.15194 0.48968
H -3.58933 1.05666 0.03343
H -0.39579 2.39237 4.64593
H 1.02143 1.61691 6.51038
H 2.26770 -0.49243 6.38090
H 2.17989 -1.92471 4.37998
C 2.64599 -0.10780 -4.11956
C 1.84296 -1.28384 -3.66333
O 1.07016 -1.17501 -2.67082
C 1.93055 -2.55832 -4.33673
C 2.72178 -2.70347 -5.48831
C 2.77919 -3.92108 -6.13679
C 2.05910 -5.00124 -5.64017
C 1.27353 -4.87168 -4.49631
C 1.20326 -3.65856 -3.84781
H 2.57972 0.72016 -3.41297
H 2.29265 0.23333 -5.09556
H 3.69372 -0.38256 -4.23461
H 3.28847 -1.87161 -5.88321
H 3.38463 -4.03371 -7.02508
H 2.11039 -5.95557 -6.14778
H 0.72149 -5.72275 -4.12258
H 0.59500 -3.54571 -2.96131
*
```

***

[2]
Molecular formula: C39H40ClN7O6Sn
Method: DFT, the ωB97M-V functional and the def2-TZVPD basis

Computed properties:
Max |F| = 0.50 eV/A
E_HOMO = -7.03 eV
E_tot = -82164.2016 eV
Frontier orbital gap = 7.3427 eV
Relative energy (zero: lowest compared OMol25 entry of this formula, charge and spin) = 65.7 kJ/mol

The geometry in ORCA input format:
```
! wB97M-V def2-TZVPD RIJCOSX def2/J DEFGRID3
* xyz 0 1
Sn -0.49014 0.65040 0.02558
O -3.16377 -3.48200 3.99241
C -2.29831 -2.89902 4.80118
O -2.17474 -3.24133 5.95037
C -1.47057 -1.78505 4.23737
C -0.66911 -0.96107 5.00638
Cl -0.40032 -1.02707 6.68293
N -0.04214 -0.07819 4.18376
N -0.38140 -0.31735 2.90655
C -1.24138 -1.31375 2.91481
C -1.80841 -1.74270 1.58849
O -2.80166 -2.47078 1.56610
O -1.20759 -1.32624 0.53592
C 0.86912 1.00437 4.43443
C 1.67990 1.40992 3.37911
C 2.56352 2.46081 3.55401
C 2.64898 3.11433 4.77522
C 1.82980 2.71047 5.81592
C 0.93390 1.66171 5.65536
H -3.08962 -3.13393 3.06114
H 1.61646 0.91083 2.42642
H 3.18528 2.76471 2.72112
H 3.33801 3.93763 4.91054
H 1.87193 3.21764 6.77106
H 0.29150 1.39022 6.47437
C -3.39232 2.22786 -4.37341
C -2.65009 2.88621 -3.40490
C -1.67412 2.21409 -2.68292
C -1.43688 0.85152 -2.89072
C -2.17908 0.20069 -3.88584
C -3.13858 0.88164 -4.61433
N -0.53289 0.15144 -2.07762
C 0.32682 -0.76153 -2.69453
C 0.62592 -1.98382 -2.08498
C 1.54793 -2.85599 -2.64436
C 2.17028 -2.55643 -3.84906
C 1.84208 -1.36714 -4.49073
C 0.93855 -0.48125 -3.92710
H -4.14838 2.75468 -4.94158
H -2.81091 3.94290 -3.22344
H -1.07965 2.74913 -1.95150
H -2.00156 -0.85279 -4.06578
H -3.70436 0.35203 -5.37150
H 0.10433 -2.25386 -1.17538
H 1.75794 -3.79435 -2.14120
H 2.87951 -3.24336 -4.29278
H 2.30265 -1.12087 -5.44044
H 0.70197 0.44716 -4.43286
C 5.23095 -3.20074 -0.14815
N 4.06538 -2.52676 0.38983
N 3.62286 -1.31919 -0.11014
C 2.34314 -1.08564 0.32352
O 1.75757 -0.00486 0.05450
C 1.97476 -2.22786 1.08590
C 3.04498 -3.08001 1.08299
C 3.18025 -4.43246 1.68880
C 4.47389 -0.38025 -0.74941
C 4.03637 0.20103 -1.93039
C 4.83872 1.14901 -2.54590
C 6.06619 1.49477 -1.99717
C 6.49402 0.90094 -0.81770
C 5.69115 -0.03234 -0.17949
H 5.58274 -2.65578 -1.01927
H 4.96357 -4.21001 -0.45806
H 6.03448 -3.24619 0.58709
H 1.02276 -2.37520 1.56364
H 2.28175 -4.67007 2.25257
H 4.03638 -4.47746 2.36325
H 3.31361 -5.19852 0.92230
H 3.08211 -0.08977 -2.34929
H 4.50301 1.61210 -3.46472
H 6.69016 2.23058 -2.48734
H 7.44748 1.17301 -0.38438
H 5.99838 -0.47825 0.75870
C -4.18333 -0.59229 -0.84458
N -4.85861 0.69646 -0.76630
C -6.29741 0.61472 -0.57208
C -4.12955 1.75330 -0.30014
O -2.99701 1.61029 0.17953
N -4.70007 2.99613 -0.39243
C -4.01740 4.09848 0.25568
C -5.58849 3.36754 -1.47890
H -4.80188 -1.25941 -1.44464
H -4.02803 -1.04091 0.13864
H -3.22341 -0.48629 -1.34224
H -6.52476 -0.18685 0.13617
H -6.81257 0.39931 -1.51129
H -6.68543 1.54231 -0.16149
H -3.48300 3.73666 1.12802
H -4.75414 4.84246 0.56263
H -3.29702 4.57647 -0.41757
H -5.73313 2.52819 -2.15319
H -5.13917 4.18451 -2.05034
H -6.56072 3.70635 -1.11079
*
```

***

[3]
Molecular formula: C39H40N2O2P
Method: DFT, the ωB97M-V functional and the def2-TZVPD basis

Computed properties:
Max |F| = 1.39 eV/A
E_HOMO = -10.37 eV
E_tot = -57448.1170 eV
Frontier orbital gap = 5.5186 eV

The geometry in ORCA input format:
```
! wB97M-V def2-TZVPD RIJCOSX def2/J DEFGRID3
* xyz 1 1
C 6.68661 3.38064 -0.63207
C 5.59223 2.32635 -0.63427
N 4.72049 2.57944 -1.78911
C 3.54711 1.79395 -1.81187
C 3.50791 0.53832 -1.16946
C 2.31453 -0.13955 -1.05701
C 1.08749 0.45130 -1.48525
C -0.14320 -0.16350 -1.15331
C -1.41457 0.46325 -1.32251
C -1.58937 1.83703 -0.99557
C -2.82189 2.45056 -1.12292
C -3.91598 1.73557 -1.65528
N -5.20954 2.29539 -1.72491
C -5.66924 3.01773 -0.54171
C -7.15338 3.31074 -0.69740
O -7.39210 4.02255 -1.91687
C -7.06590 3.22619 -3.05968
C -5.60899 2.78081 -3.04358
C -3.72303 0.40848 -2.10989
C -2.53515 -0.24473 -1.85746
C 1.17857 1.65247 -2.26420
C 2.38889 2.28818 -2.45316
C 5.41894 2.61682 -3.07813
C 6.63675 3.52832 -3.01215
O 7.43964 3.30815 -1.84814
H 6.21821 4.37274 -0.47387
H 7.41271 3.15734 0.16452
H 6.06030 1.32329 -0.70276
H 4.99155 2.39450 0.28340
H 4.42363 0.10123 -0.76491
H 2.29607 -1.11739 -0.57762
H -0.11754 -1.21512 -0.85340
H -0.73515 2.42042 -0.64793
H -2.94020 3.49998 -0.84801
H -5.50256 2.36910 0.32849
H -5.10695 3.95723 -0.39731
H -7.69944 2.34718 -0.66228
H -7.49988 3.98829 0.09624
H -7.70407 2.32325 -3.11550
H -7.25331 3.88833 -3.91782
H -4.98123 3.63881 -3.35454
H -5.46236 1.96312 -3.75950
H -4.55995 -0.09456 -2.59945
H -2.41519 -1.29504 -2.13295
H 0.28258 2.09371 -2.69839
H 2.45521 3.21141 -3.02981
H 5.76718 1.60011 -3.35585
H 4.72134 2.97708 -3.84105
H 7.31245 3.30217 -3.84971
H 6.29348 4.57837 -3.06594
C -3.29281 -5.19605 1.75353
C -3.45952 -3.93662 1.16109
C -2.35941 -3.10378 0.97183
C -1.07871 -3.52539 1.39114
P 0.24357 -2.26586 1.29022
C 0.02201 -1.35289 2.85480
C 0.83773 -0.21152 3.01562
C 0.89134 0.42795 4.25153
C 0.10684 -0.03434 5.31719
C -0.78204 -1.09605 5.12321
C -0.84018 -1.75081 3.88938
C 1.73713 -3.25947 1.65805
C 2.29293 -3.95107 0.56043
C 3.32532 -4.86368 0.76643
C 3.82594 -5.07885 2.05760
C 3.33961 -4.32441 3.12905
C 2.30629 -3.40149 2.93450
C -0.89814 -4.82902 1.88228
C -2.01215 -5.65132 2.07988
H -4.16463 -5.82010 1.96170
H -4.45131 -3.59786 0.85699
H -2.47795 -2.11578 0.51971
H 1.43928 0.13892 2.17244
H 1.55551 1.28294 4.38955
H 0.19366 0.43261 6.30059
H -1.42585 -1.43112 5.93820
H -1.53468 -2.58048 3.74490
H 1.88899 -3.78059 -0.44116
H 3.73064 -5.41726 -0.08167
H 4.59243 -5.83887 2.22556
H 3.75361 -4.45933 4.12974
H 1.93476 -2.81411 3.77629
H 0.09968 -5.19603 2.12951
H -1.87358 -6.64830 2.50172
*
```